# 1
{"formula": "C4H13NO3", "method": "ωB97M-V/def2-TZVPD", "symbols": ["C", "C", "N", "C", "C", "O", "H", "H", "H", "H", "H", "H", "H", "H", "H", "H", "H", "O", "H", "H", "O"], "xyz": [[-1.137, -2.124, -0.055], [-0.655, -0.896, 0.641], [-1.223, 0.269, 0.201], [-1.119, 1.465, 1.109], [-1.169, 0.751, -1.094], [0.007, -0.858, 1.595], [-1.852, -1.826, -0.939], [-0.423, -2.920, -0.299], [-1.796, -2.521, 0.799], [-0.720, 2.284, 0.702], [-0.668, 1.065, 1.976], [-2.145, 1.794, 1.311], [-0.238, 1.154, -1.239], [-1.053, -0.117, -1.910], [-1.968, 1.356, -1.532], [2.224, 1.593, -0.036], [2.646, 2.244, -1.189], [1.902, 2.406, -0.461], [2.495, -1.280, 0.381], [3.615, -2.025, -0.412], [3.276, -1.816, 0.449]], "forces_ev_per_a": [[-2.7, -0.4, -0.3], [-2.0, 0.9, -3.8], [-1.2, 2.2, 1.7], [-3.2, -3.9, 0.9], [-0.7, -3.6, -5.0], [3.3, -1.2, 4.4], [1.6, -0.9, 1.7], [0.0, 0.5, 0.0], [0.7, 0.1, -1.4], [2.5, 2.7, -1.8], [0.6, 0.4, 1.1], [0.0, -0.3, 0.3], [2.2, 2.1, -0.5], [-0.6, 1.3, 1.7], [-0.1, 0.2, 0.8], [-0.9, 0.2, 1.1], [-2.4, 1.5, 1.5], [3.4, -1.7, -2.5], [-0.6, 0.2, -0.2], [-0.1, 0.0, -0.7], [0.5, -0.3, 1.0]], "lowdin_charge": [0.0004, -0.6033, -0.1494, 0.0014, -0.1244, 0.0952, 0.1063, 0.0793, 0.1176, 0.0333, 0.0718, 0.0982, 0.0338, 0.1281, 0.0984, 0.0218, 0.1106, -0.1052, -0.0009, 0.0231, -0.0360], "multiplicity": 1, "homo_energy_ev": -9.125, "gap_ev": 9.403, "de_lowest_kj_mol": 283.8, "lumo_ev": 0.28, "smiles": "CC(=O)N(C)C.O.O"}

***

# 2
{"formula": "C15H12F3N3OS", "method": "ωB97M-V/def2-TZVPD", "symbols": ["C", "N", "C", "N", "N", "C", "C", "C", "C", "C", "O", "H", "H", "H", "S", "C", "C", "C", "C", "C", "C", "C", "H", "H", "H", "C", "F", "F", "F", "H", "H", "H", "H", "H", "H"], "xyz": [[0.786, -2.748, -2.273], [1.229, -1.385, -2.325], [0.785, -0.333, -1.581], [1.419, 0.767, -1.900], [2.293, 0.463, -2.862], [2.192, -0.819, -3.127], [2.978, -1.504, -4.106], [3.956, -1.007, -4.931], [4.411, -2.100, -5.698], [3.684, -3.177, -5.290], [2.814, -2.830, -4.328], [3.690, -4.205, -5.594], [5.174, -2.087, -6.449], [4.287, 0.010, -4.964], [-0.458, -0.470, -0.377], [-0.402, 1.274, 0.207], [-1.498, 1.499, 1.191], [-1.290, 1.237, 2.540], [-2.319, 1.432, 3.448], [-3.565, 1.877, 3.028], [-3.772, 2.131, 1.684], [-2.748, 1.941, 0.773], [-2.916, 2.139, -0.276], [-4.736, 2.477, 1.347], [-4.356, 2.024, 3.747], [-2.099, 1.122, 4.902], [-2.782, 1.943, 5.716], [-2.497, -0.128, 5.216], [-0.812, 1.206, 5.268], [-0.327, 0.886, 2.882], [0.585, 1.420, 0.643], [-0.502, 1.893, -0.683], [1.627, -3.408, -2.057], [0.349, -3.039, -3.230], [0.037, -2.842, -1.488]], "forces_ev_per_a": [[-0.1, -0.6, 0.0], [0.3, 0.9, -0.1], [0.0, 0.0, 0.0], [-0.7, 0.1, 0.8], [0.9, -0.5, -1.0], [-0.5, 0.2, 0.6], [1.0, 0.5, -0.8], [-0.7, -0.2, 0.6], [-0.3, -0.6, 0.1], [0.7, 0.1, -0.6], [-0.4, 0.0, 0.4], [-0.1, -0.1, 0.0], [0.1, -0.1, -0.2], [0.0, 0.3, 0.0], [-0.3, 0.1, 0.3], [0.2, -0.3, -0.3], [-0.1, -0.1, 0.1], [-0.2, 0.1, 0.0], [0.0, 0.0, 0.1], [0.2, -0.1, 0.0], [-0.1, 0.0, 0.0], [0.1, 0.0, 0.0], [0.0, 0.0, -0.1], [-0.1, 0.0, 0.0], [-0.1, 0.0, 0.1], [0.0, -0.1, 0.3], [-0.2, 0.2, -0.1], [-0.1, -0.1, -0.1], [0.2, 0.1, -0.2], [0.1, 0.0, 0.0], [-0.1, 0.1, -0.1], [0.1, 0.1, 0.1], [-0.1, 0.0, 0.0], [0.0, 0.0, 0.1], [0.1, 0.0, -0.1]], "lowdin_charge": [-0.0211, -0.0478, -0.6387, 0.0133, 0.0746, -0.2374, -0.2049, -0.0010, -0.0539, -0.1122, 0.0337, 0.1207, 0.1029, 0.1140, 0.9855, -0.3995, -0.2991, 0.0300, -0.1122, -0.0103, -0.0550, -0.0293, 0.1194, 0.1081, 0.1220, -0.5873, 0.1380, 0.1391, 0.1392, 0.1321, 0.0877, 0.0807, 0.1015, 0.1029, 0.0641], "multiplicity": 1, "homo_energy_ev": -7.932, "gap_ev": 8.502, "de_lowest_kj_mol": 0.0, "lumo_ev": 0.57, "smiles": "Cn1c(SCc2cccc(C(F)(F)F)c2)nnc1-c1ccco1"}

***

# 3
{"formula": "C4H8BrN", "method": "ωB97M-V/def2-TZVPD", "symbols": ["C", "C", "C", "C", "N", "Br", "H", "H", "H", "H", "H", "H", "H", "H"], "xyz": [[0.403, -1.124, -0.044], [0.918, 0.373, 1.759], [-0.628, 1.156, -0.179], [0.277, 0.090, 0.406], [-0.895, -1.445, -2.483], [1.324, -2.699, 0.230], [1.370, -0.497, 2.261], [1.694, 1.198, 1.742], [0.115, 0.591, 2.564], [-1.543, 0.720, -0.763], [-0.132, 1.590, -1.011], [-1.052, 1.799, 0.647], [-0.125, -0.973, -2.889], [-1.725, -0.779, -2.239]], "forces_ev_per_a": [[-0.8, -1.0, -2.8], [-0.2, 0.6, 2.0], [-2.5, -1.4, 0.0], [-0.5, -0.1, 1.2], [-1.8, 0.0, 3.4], [-0.4, 0.7, 0.0], [0.2, 0.1, -0.8], [-1.1, -0.8, -0.1], [1.0, 0.3, -1.6], [1.6, 0.3, 1.5], [0.7, 1.4, -0.3], [0.9, -0.3, -1.2], [0.7, 1.3, -0.5], [2.3, -1.1, -0.8]], "lowdin_charge": [-0.5063, -0.0918, -0.0710, -0.4611, 0.0108, 0.7493, 0.0511, 0.0998, 0.1094, 0.0867, 0.0601, 0.0963, -0.1044, -0.0290], "multiplicity": 1, "homo_energy_ev": [-8.198, -8.201], "gap_ev": [6.902, 6.905], "de_lowest_kj_mol": 502.6, "lumo_ev": [-1.30, -1.30]}

***

# 4
{"formula": "C21H37N4O3S", "method": "ωB97M-V/def2-TZVPD", "symbols": ["C", "C", "N", "C", "C", "C", "C", "N", "S", "C", "N", "C", "C", "C", "O", "C", "C", "C", "C", "C", "C", "C", "N", "C", "C", "O", "H", "H", "H", "H", "H", "H", "H", "H", "H", "H", "H", "H", "H", "H", "H", "H", "H", "H", "H", "H", "H", "H", "H", "H", "H", "H", "H", "H", "H", "H", "H", "C", "C", "O", "H", "H", "H", "H", "H", "H"], "xyz": [[-3.198, -0.491, -0.673], [-3.042, -1.583, 0.543], [-2.813, -0.933, 1.922], [-3.211, -1.973, 2.964], [-3.091, -1.437, 4.509], [-1.567, -1.139, 5.029], [-0.599, -2.434, 5.297], [-0.129, -2.708, 3.854], [1.265, -3.706, 4.200], [0.108, -1.321, 3.298], [0.783, -0.863, 2.193], [1.472, -1.830, 1.255], [3.133, -1.762, 1.327], [3.789, -3.294, 1.322], [3.675, -1.110, 0.088], [3.516, 0.351, 0.168], [2.821, 0.908, -1.240], [2.565, 2.512, -1.528], [1.824, 2.942, -2.964], [1.382, 1.837, -4.120], [1.641, 0.238, -3.835], [2.378, -0.193, -2.398], [-0.620, -0.301, 4.199], [-3.691, 0.305, 2.022], [-3.124, 1.839, 1.883], [-5.005, 0.132, 2.262], [-4.299, -0.051, -0.680], [-2.362, 0.329, -0.713], [-3.105, -1.100, -1.693], [-2.180, -2.320, 0.237], [-4.035, -2.241, 0.559], [-2.542, -2.929, 2.732], [-4.335, -2.336, 2.799], [-3.510, -2.318, 5.198], [-3.850, -0.538, 4.680], [-1.698, -0.547, 6.052], [0.213, -2.004, 6.054], [-1.258, -3.244, 5.828], [0.993, -4.920, 3.491], [0.846, 0.157, 1.960], [1.056, -2.935, 1.372], [1.198, -1.516, 0.137], [3.464, -1.220, 2.309], [2.996, -4.120, 1.065], [4.611, -3.337, 0.462], [4.349, -3.549, 2.335], [2.810, 0.694, 1.039], [4.570, 0.877, 0.324], [2.886, 3.350, -0.750], [1.619, 4.084, -3.237], [0.890, 2.155, -5.137], [1.339, -0.631, -4.595], [2.535, -1.357, -2.256], [0.039, 0.306, 4.760], [-2.202, 2.057, 2.601], [-2.814, 2.016, 0.758], [-4.031, 2.554, 2.166], [0.079, 4.828, -8.594], [0.763, 4.591, -7.264], [1.385, 3.315, -7.259], [-0.672, 4.054, -8.784], [-0.410, 5.806, -8.613], [0.801, 4.779, -9.415], [0.034, 4.619, -6.448], [1.524, 5.354, -7.073], [2.037, 3.304, -7.981]], "forces_ev_per_a": [[-0.5, -0.9, -0.8], [-0.6, 0.0, -1.4], [-1.3, 0.2, -0.4], [-0.8, -0.8, 0.2], [-0.1, -0.8, -0.4], [0.1, 0.3, 2.4], [-3.1, 2.5, 1.0], [1.0, 2.6, 1.0], [0.5, -1.5, -1.6], [-0.4, 2.4, 1.3], [-1.1, -2.8, 2.2], [0.6, -0.5, -2.1], [0.3, -1.4, -0.2], [0.6, 0.1, -0.5], [-1.4, 1.1, 2.8], [-0.3, 1.3, -1.4], [-1.5, 0.7, -3.4], [-1.4, -2.9, -3.1], [0.7, -3.4, 0.3], [1.8, -1.8, 3.7], [1.3, 3.1, 3.3], [-1.0, 3.2, -1.0], [1.2, -2.5, -2.1], [-6.0, -0.5, 1.2], [-0.4, -0.4, 0.0], [7.8, 1.1, -1.3], [2.5, -0.6, 0.2], [-1.7, -1.6, 0.3], [-0.2, 1.3, 2.2], [-1.4, 1.5, 1.1], [2.0, 1.5, 0.0], [-1.3, 2.1, 0.7], [2.3, 0.9, 0.4], [1.0, 1.9, -1.4], [2.0, -1.7, -0.5], [0.3, -1.3, -2.1], [-1.3, -1.4, -1.9], [1.7, 1.0, -1.6], [0.0, 1.7, 0.6], [-0.6, -1.4, 0.6], [0.9, 2.6, 0.2], [0.5, -0.5, 2.5], [-0.6, -0.7, -1.9], [1.5, 1.7, 0.7], [-1.8, 0.2, 1.9], [-1.4, 0.6, -2.1], [1.3, -0.8, -1.4], [-2.2, -1.2, -0.3], [-0.8, -2.1, -1.9], [0.6, -2.8, 0.9], [1.2, -0.5, 2.3], [0.8, 2.3, 1.8], [-0.2, 2.8, -0.1], [-0.9, -1.1, -1.0], [-2.0, -0.7, -1.6], [-0.6, -0.3, 2.4], [2.0, -1.7, -0.7], [-0.2, 0.1, -0.1], [0.1, 0.1, -0.4], [0.3, -0.3, 0.0], [0.1, 0.1, 0.1], [0.0, -0.1, -0.1], [0.0, 0.1, 0.1], [0.2, -0.2, 0.0], [-0.1, 0.2, 0.1], [-0.3, -0.1, 0.4]], "lowdin_charge": [-0.1197, -0.2314, -0.1373, -0.2111, -0.1083, -0.2902, -0.2313, -0.3858, 0.8089, -0.1589, 0.1065, -0.1041, -0.2868, -0.0650, -0.2098, -0.1837, -0.1220, -0.0357, -0.0549, -0.0531, -0.0534, -0.0316, 0.0541, -0.3120, -0.0267, -0.0322, 0.1018, 0.0766, 0.0958, 0.1170, 0.1372, 0.1297, 0.1374, 0.1376, 0.1353, 0.1662, 0.1380, 0.1483, -0.0558, 0.1740, 0.1261, 0.1542, 0.1515, 0.0786, 0.1063, 0.0925, 0.1064, 0.1504, 0.0914, 0.0886, 0.0707, 0.0947, 0.0858, 0.1521, 0.0865, 0.0829, 0.1092, -0.0943, -0.3319, -0.1099, 0.0793, 0.0766, 0.0751, 0.1103, 0.1093, 0.0939], "charge": 1, "multiplicity": 1, "homo_energy_ev": -10.470, "gap_ev": 6.640, "lumo_ev": -3.83}

***

Calculated energy (Ha), listed in the same order as above: -440.60712, -1516.09467, -2785.75862, -1664.46232